{
  "formula": "C9H14N3O2",
  "method": "ωB97M-V with the def2-TZVPD basis set",
  "symbols": ["C", "C", "C", "C", "C", "C", "C", "C", "C", "N", "N", "N", "O", "O", "H", "H", "H", "H", "H", "H", "H", "H", "H", "H", "H", "H", "H", "H"],
  "xyz": [[3.969293, -1.156192, -0.449466], [4.486150, -0.175731, 0.451303], [-0.430824, 0.203475, -0.237710], [0.815416, 0.530867, -0.274499], [-1.230106, 1.326189, 0.519134], [-1.445103, -0.622358, -1.022351], [-2.311756, 0.684810, 1.434534], [-2.365731, -1.359981, -0.051393], [-3.203953, -0.362406, 0.770496], [4.488680, 0.552043, -1.613879], [4.036872, -0.618432, -1.634518], [4.739476, -0.296373, 1.750837], [4.766922, 0.904874, -0.265827], [1.984392, 0.532835, -0.318280], [3.310985, -2.055668, -0.285685], [-0.536411, 1.906090, 1.158217], [-1.805926, 2.055856, -0.146881], [-1.919576, 0.025809, -1.648673], [-0.893243, -1.239641, -1.635355], [-1.930368, 0.301010, 2.358220], [-3.058383, 1.471747, 1.728492], [-3.108020, -2.036302, -0.617221], [-1.914597, -2.017167, 0.699291], [-3.721928, -0.859032, 1.558454], [-3.972040, -0.017400, 0.141018], [4.961389, -1.219160, 2.025630], [5.109901, 0.484386, 2.313364], [4.507474, 1.421108, -2.294907]],
  "forces_ev_per_angstrom": [[-0.5447, -0.4509, 0.4458], [-0.1827, -0.4403, -0.7756], [-2.4056, 2.9203, 0.8875], [-0.3695, -2.5120, -1.2215], [-0.7189, 0.2228, 0.8515], [2.0677, -1.2481, 2.9503], [-1.5615, 1.5287, -0.6702], [-2.1143, -0.8859, -0.2245], [1.7902, -0.8066, -0.1460], [0.8025, 2.2521, 0.6404], [-0.9238, -0.5069, -1.9423], [0.1489, 1.8889, -0.5111], [0.3621, 0.2303, 0.3311], [0.6030, 1.2573, 0.4665], [1.4763, 0.9737, -0.0189], [-0.4517, -0.0185, -0.3363], [1.1810, -1.0586, 0.3407], [-1.8324, 1.8496, -1.5417], [0.9349, -1.9136, -1.3926], [0.6044, -0.3536, 0.4143], [0.9900, -0.2380, -0.0152], [1.2170, 0.9704, 0.5739], [0.7723, 0.0553, -0.5725], [-0.3820, -0.6637, 0.6052], [-0.8387, 1.2377, -0.8644], [-0.0153, -0.8702, 0.6878], [-0.2845, -0.6991, -0.6176], [-0.3249, -2.7211, 1.6554]],
  "orbital_gap_ev": 7.4,
  "e_tot_ha": -665.68499,
  "homo_energy_ev": -11.469,
  "molar_mass_g_mol": 196.23,
  "charge": 1,
  "de_lowest_kj_mol": 375.5,
  "e_lumo_ev": -4.047
}